Molecular formula: C3H3N5
Method: DFT, wB97M-V/def2-TZVPD

Properties
E_tot	-389.71494	Ha
SMILES	[H]/N=c1\ncncnn1
energy above the lowest of the compared OMol25 structures with the same formula, charge and spin	96.5	kcal per mole
HOMO-LUMO gap	8.37	eV
E_HOMO	-9.5	eV
LUMO energy	-1.183	eV

Geometry (Å):
H -2.111 -1.168 1.107
N -2.269 -0.194 0.439
C -1.204 -0.116 -0.175
N -0.324 -1.190 -0.504
C 0.866 -1.169 -0.443
N 1.701 -0.065 0.177
C 1.031 1.025 0.316
N -0.042 1.756 -0.300
N -0.956 1.253 -0.894
H 1.817 -1.899 -0.679
H 1.490 1.767 0.957